DFT (ωB97M-V with the def2-TZVPD basis set) results for C54H49F3N3O9SSbSiY as an isolated structure at a distorted geometry.

Structure (XYZ):
```
122
Properties=species:S:1:pos:R:3:forces:R:3
Y -0.118048 -0.059370 0.280452 -1.98 0.19 1.47
O 5.752991 -0.923427 4.335564 0.20 0.51 0.71
C 5.529308 -1.591213 3.326554 -0.95 0.33 -0.57
O 6.111888 -2.546230 2.821576 0.40 -0.74 -0.43
C 4.233291 -1.123113 2.539763 0.49 -0.13 0.34
C 3.680296 0.120123 2.818883 -0.17 -0.08 -0.15
C 2.533864 0.512733 2.158110 0.06 0.13 0.03
N 1.923371 -0.255276 1.257663 1.40 -0.51 0.32
C 2.455737 -1.456437 0.981378 0.21 -0.08 0.11
C 3.609552 -1.923294 1.591034 -0.22 0.06 -0.04
C 1.701949 -2.272209 -0.049850 0.79 -1.12 -0.02
O 1.963263 -3.447567 -0.232701 -0.02 0.17 0.16
O 0.775316 -1.631334 -0.689092 0.74 -1.32 -0.93
H 4.150118 0.744558 3.561516 0.06 0.04 0.10
H 2.075670 1.477409 2.351420 -0.02 0.02 0.02
H 4.007121 -2.894624 1.336327 0.06 -0.03 0.02
O 1.069042 1.725200 -0.409217 -0.34 2.27 0.97
N 0.783931 2.879476 0.093367 0.34 -0.70 -0.41
N -0.295779 2.928845 0.776624 0.50 -1.08 -0.52
O -1.077439 1.883233 0.976194 0.66 1.05 0.50
C -0.668257 4.147940 1.341163 -0.27 1.32 0.67
C -1.802514 4.204218 2.146155 0.33 -0.33 -0.15
C -2.178914 5.413063 2.696956 0.03 0.22 0.02
C -1.435462 6.557196 2.451485 -0.05 0.02 0.02
C -0.298719 6.487821 1.658015 -0.09 0.05 0.05
C 0.093360 5.289163 1.099697 -0.05 -0.19 0.05
H -2.353606 3.295800 2.334887 -0.04 -0.05 0.00
H -3.051564 5.459932 3.331260 -0.08 -0.01 0.04
H -1.731106 7.499394 2.887558 -0.03 0.09 0.05
H 0.289933 7.375239 1.480441 0.06 0.08 -0.03
H 0.978346 5.210658 0.490505 0.04 0.07 -0.06
O -1.853320 -1.985851 -0.086330 -0.07 -0.12 -0.06
H -1.956291 -2.406331 0.787652 0.04 0.01 -0.34
H -1.212158 -2.549375 -0.553741 -0.23 0.13 0.15
C -0.540171 -0.012092 5.557645 -0.14 -0.09 -0.25
C -0.555663 -1.423907 4.972022 -0.21 0.00 -0.08
C 0.883206 -1.845114 4.667239 -0.20 0.05 -0.27
C -1.117966 -2.395810 6.006690 -0.10 0.06 -0.25
Si -1.524567 -1.437910 3.308761 -0.43 -0.74 1.06
O -0.735640 -0.667625 2.181643 0.10 0.18 0.14
C -1.732165 -3.258420 2.734306 0.13 0.49 0.20
C -0.666929 -3.819211 2.029529 0.15 0.00 0.15
C -0.734851 -5.090626 1.489104 0.13 -0.09 -0.05
C -1.883527 -5.845305 1.660220 -0.01 -0.02 0.00
C -2.953155 -5.311651 2.361005 -0.15 -0.15 0.04
C -2.879113 -4.032156 2.885972 -0.03 0.08 0.10
C -3.302137 -0.740288 3.403107 0.61 -0.14 0.11
C -3.855096 -0.285437 2.210015 0.09 0.01 -0.08
C -5.130337 0.247135 2.159581 -0.07 0.02 -0.15
C -5.887327 0.342799 3.315480 -0.09 0.05 0.01
C -5.354091 -0.099480 4.513312 -0.18 0.03 0.12
C -4.078532 -0.635683 4.550131 0.06 -0.08 0.13
H 0.087890 0.026665 6.449724 0.07 0.01 0.09
H -1.545721 0.306251 5.828377 -0.10 0.14 0.08
H -0.146141 0.690045 4.825565 0.08 0.20 -0.04
H 1.508790 -1.769725 5.557990 0.04 0.00 0.10
H 1.309856 -1.208941 3.895401 0.17 0.03 -0.08
H 0.913285 -2.875291 4.316075 0.12 -0.14 -0.04
H -0.488922 -2.395825 6.898353 0.06 -0.02 0.12
H -1.143496 -3.405992 5.603408 -0.03 -0.19 0.04
H -2.126742 -2.121123 6.305223 -0.16 -0.04 0.14
H 0.235273 -3.237430 1.901842 0.14 0.01 -0.08
H 0.109273 -5.476085 0.937445 0.11 -0.06 -0.06
H -1.942429 -6.847047 1.257776 -0.02 -0.04 -0.06
H -3.852120 -5.897631 2.496360 -0.07 -0.03 0.01
H -3.722308 -3.625058 3.427262 -0.16 0.03 0.02
H -3.261117 -0.344040 1.306957 -0.06 -0.04 -0.04
H -5.539854 0.581728 1.215901 -0.04 0.05 -0.09
H -6.884618 0.760657 3.285730 -0.05 0.02 -0.02
H -5.935854 -0.029158 5.422281 -0.04 0.01 0.06
H -3.681434 -0.976306 5.494666 0.01 -0.01 0.14
C -4.018642 1.039408 -1.960627 0.49 -0.09 0.55
S -2.688518 1.355215 -0.726531 -2.07 0.96 -1.66
O -1.564803 0.535254 -1.285900 -0.41 0.07 -0.89
C -2.353080 3.038305 -1.320645 0.04 -0.13 0.35
C -1.352718 3.214604 -2.257126 0.03 -0.33 -0.11
C -0.963909 4.488996 -2.629514 -0.06 0.03 0.02
C -1.584327 5.588187 -2.057910 -0.05 0.03 -0.02
C -2.607973 5.408398 -1.140673 -0.09 0.04 -0.07
C -2.994846 4.132566 -0.762848 -0.08 -0.14 -0.11
H -3.691912 1.342433 -2.946980 0.12 0.05 -0.12
H -4.899511 1.589417 -1.649416 -0.16 0.14 0.05
H -4.211014 -0.028065 -1.944115 -0.03 -0.18 0.05
H -0.864035 2.340784 -2.667588 0.07 0.02 0.03
H -0.171132 4.612755 -3.351948 0.09 0.04 -0.05
H -1.268988 6.587666 -2.319379 0.02 0.07 -0.04
H -3.090989 6.268517 -0.702289 -0.05 0.06 0.09
H -3.774049 3.992032 -0.030396 -0.09 0.00 0.17
F 2.472542 1.977627 -8.896184 -0.04 -0.05 0.16
C 2.163225 1.587846 -7.633192 0.00 -0.01 0.05
C 1.121116 2.211563 -6.976410 0.07 0.06 -0.29
C 0.823834 1.810945 -5.685362 -0.05 0.05 0.05
C 1.520645 0.784414 -5.062574 -0.09 0.10 0.79
C 2.570980 0.195190 -5.749230 0.08 -0.11 0.04
C 2.905127 0.589596 -7.033633 -0.03 0.14 -0.29
Sb 1.009244 0.238890 -2.987108 0.67 -0.75 -1.80
C 2.491055 -1.335084 -2.940481 -0.52 0.48 -0.10
C 3.571752 -1.186850 -2.082561 0.01 0.10 -0.13
C 4.517085 -2.189191 -1.954096 0.18 -0.24 -0.06
C 4.357529 -3.340020 -2.700988 -0.04 0.14 -0.10
F 5.285330 -4.317095 -2.617539 -0.08 0.04 0.08
C 3.291391 -3.514064 -3.562524 0.15 -0.15 0.04
C 2.356654 -2.500657 -3.678363 0.02 0.06 -0.06
C -0.709367 -0.889564 -3.685278 0.45 0.12 0.24
C -1.642788 -0.291321 -4.520847 0.12 -0.03 0.00
C -2.827293 -0.931153 -4.844419 -0.19 -0.14 -0.05
C -3.073925 -2.177207 -4.299812 0.06 0.02 0.08
F -4.242005 -2.801887 -4.599598 0.16 0.06 0.04
C -2.168764 -2.797477 -3.459673 -0.26 -0.10 -0.19
C -0.984362 -2.143225 -3.161883 -0.04 -0.09 -0.11
H 0.567356 2.994505 -7.472752 -0.03 0.08 -0.04
H 0.030686 2.321305 -5.153829 -0.09 0.11 0.00
H 3.144422 -0.587207 -5.275618 0.10 -0.06 -0.01
H 3.725775 0.137884 -7.569942 0.07 -0.05 -0.05
H 3.677883 -0.278693 -1.502293 0.04 0.03 0.12
H 5.352800 -2.100980 -1.278676 0.12 0.02 0.10
H 3.202955 -4.432094 -4.122679 0.01 -0.10 -0.06
H 1.529940 -2.608264 -4.369346 -0.05 -0.10 0.02
H -1.449181 0.686084 -4.940409 -0.03 0.07 -0.08
H -3.550356 -0.483495 -5.511964 -0.06 0.02 -0.01
H -2.391498 -3.774214 -3.055410 -0.04 -0.06 0.03
H -0.262179 -2.610525 -2.508535 0.04 -0.12 0.04
```
Positions in Å, forces in eV/Å.

Computed properties:
M = 1211.81 g/mol
HOMO (spin up / spin down) = -5.5 / -5.5 eV
Energy above the lowest of the compared OMol25 structures with the same formula, charge and spin = 131.7 kJ/mol
Total energy = -114143.420 eV
Charge = -1
Kohn-Sham gap (spin up / spin down) = 0.21093 / 0.25895 Eh
Spin multiplicity = 1